A cluster of 7 separate species, C46H58IN9O4P in total at a distorted geometry. Source: the Open Molecules 2025 dataset; level of theory: ωB97M-V with the def2-TZVPD basis set.

XYZ file:
```
119
Properties=species:S:1:pos:R:3:forces:R:3:mulliken_charge:R:1
C 0.806809 -1.460677 -2.651425 -0.129 -0.042 1.032 -1.3502
C 1.378762 -2.024740 -1.335987 0.685 -0.597 -0.293 -0.4020
C 2.928930 -2.010986 -1.309596 -0.964 0.219 -0.045 0.3175
C 3.468678 -0.550993 -1.343923 0.760 -1.160 -0.747 1.9078
C 4.162611 -0.368542 -2.722759 -0.919 -0.332 -0.056 -1.7985
C 4.361109 -0.116666 -0.147182 -0.703 1.853 -0.749 3.9225
C 4.135638 -0.880683 1.177993 0.576 -0.572 0.185 -1.8490
C 5.208964 -1.883625 1.661607 -0.614 -0.510 0.099 -0.9740
C 5.042864 -3.336036 1.164997 0.361 0.359 0.861 -0.8397
I 6.137125 -3.872139 -0.594927 -0.284 -0.104 0.119 -0.0175
C 5.857931 0.037041 -0.431903 0.943 0.712 0.702 -1.6590
O 6.574118 -0.601670 -1.161871 -0.274 -0.485 -0.072 -0.6050
N 6.416417 1.115915 0.338933 -2.046 -1.322 0.088 -0.0842
C 5.271207 1.831626 1.013802 0.796 -0.059 0.532 -0.5563
C 5.637362 3.331622 1.254692 1.601 1.325 -0.271 -0.0087
O 4.771944 4.167375 1.541724 -0.638 -0.727 -0.136 -0.6713
O 6.877819 3.556893 1.146482 -0.548 -0.524 0.140 -0.7646
C 4.057969 1.437968 0.153236 -0.615 -0.504 0.413 0.7554
C 3.951454 2.408387 -1.034370 0.217 0.463 -0.017 -2.8884
C 5.263792 2.828740 -1.712054 0.042 0.254 -1.524 0.0999
C 4.861701 3.584791 -2.996233 0.167 0.051 0.844 -0.0056
N 5.442018 3.187210 -4.253287 0.105 -0.030 0.587 -0.7064
O 4.075319 4.490412 -2.930679 -0.371 0.047 -0.565 -0.4792
P 2.328281 1.619313 0.896943 0.291 1.238 0.913 0.8798
N 2.026330 2.871789 1.795723 -0.369 -0.456 -0.291 -0.8920
H -0.145733 -1.948875 -2.859830 -0.090 0.208 -0.119 0.4535
H 1.485514 -1.667620 -3.476384 -0.035 0.096 -0.099 0.2715
H 0.636263 -0.391009 -2.521299 -0.022 -0.014 -0.519 0.1911
H 1.018204 -1.496737 -0.447428 -0.210 0.125 -0.127 0.0649
H 1.059571 -3.066935 -1.232097 0.016 0.033 0.103 0.6316
H 3.227838 -2.601748 -0.449440 0.217 0.165 -0.038 -1.3481
H 3.247737 -2.560521 -2.197904 0.253 0.008 0.073 0.5915
H 2.581789 0.083956 -1.398671 0.079 0.111 0.352 -0.7988
H 4.302171 0.675278 -2.996871 0.401 -0.031 0.122 -0.1384
H 5.068336 -0.962365 -2.801512 0.144 0.264 0.082 0.4104
H 3.464553 -0.778822 -3.458046 0.021 0.130 -0.089 0.5965
H 4.000239 -0.180189 2.000861 0.186 0.152 -0.122 1.0617
H 3.197638 -1.439563 1.154593 -0.009 0.089 -0.185 0.1781
H 5.030422 -1.982431 2.740079 0.048 0.095 -0.007 0.5655
H 6.242039 -1.544811 1.582725 -0.024 0.097 -0.275 0.2686
H 3.986300 -3.588802 1.093471 0.057 -0.045 -0.433 0.0484
H 5.443379 -3.976958 1.950081 0.166 -0.146 -0.252 0.6483
H 6.921121 0.628208 1.071824 0.899 0.514 -0.236 0.4612
H 5.273458 1.418708 2.030435 -0.727 0.138 0.002 0.9532
H 3.502049 3.327440 -0.638826 0.133 0.016 0.028 1.1200
H 3.256309 2.076715 -1.811589 -0.040 -0.282 0.176 0.2561
H 5.884267 1.987836 -2.025610 -0.001 -0.018 0.321 0.1985
H 5.874071 3.519277 -1.127018 -0.064 -0.219 0.294 0.4281
H 6.317136 2.720591 -4.034148 -0.051 -0.207 -0.167 0.3993
H 4.839054 2.483027 -4.669165 -0.046 0.149 -0.227 0.2203
H 1.992570 0.431846 1.587572 -0.019 -0.234 -0.645 -0.0739
H 1.541834 1.682184 -0.284630 0.242 -0.481 0.020 -0.1091
H 1.727865 2.601119 2.723085 0.170 0.135 0.118 0.2154
N -0.258783 1.921295 -3.035526 -0.027 0.103 0.055 -0.4462
C 0.620991 2.404563 -3.911682 -0.020 -0.117 0.051 -0.1232
C 0.980163 3.739849 -3.984177 0.003 0.011 -0.080 -0.1849
C 0.388908 4.628934 -3.101638 -0.006 0.055 0.031 -0.3748
C -0.530265 4.145981 -2.184918 0.034 -0.011 -0.045 -0.3383
C -0.814637 2.788296 -2.190771 0.012 -0.092 -0.030 -0.4961
H 1.060500 1.671682 -4.581371 0.027 0.017 0.000 0.3881
H 1.712772 4.072919 -4.707180 0.052 0.012 0.060 0.3662
H 0.649871 5.678734 -3.121407 0.042 -0.013 0.019 0.3866
H -1.008244 4.803921 -1.472559 0.018 -0.023 0.036 0.3764
H -1.518460 2.365077 -1.481855 -0.007 0.052 0.027 0.4075
N 1.569474 -4.423158 1.418628 -0.030 -0.090 0.040 -0.1525
C 1.832791 -5.726143 1.511316 0.132 0.106 -0.032 -0.2846
C 0.900427 -6.672647 1.907021 -0.075 0.038 -0.005 -0.6203
C -0.379013 -6.241982 2.224187 0.021 -0.027 -0.005 -0.4052
C -0.671977 -4.891010 2.131959 0.027 -0.037 0.084 -0.4083
C 0.334375 -4.029563 1.725042 0.110 0.133 -0.041 0.0635
H 2.847217 -6.015333 1.255471 -0.012 -0.066 -0.001 0.3921
H 1.170461 -7.718455 1.962773 0.025 0.004 -0.007 0.3769
H -1.137465 -6.948854 2.536563 -0.002 0.007 0.003 0.3962
H -1.656507 -4.511128 2.364006 -0.038 -0.033 -0.085 0.1647
H 0.149206 -2.964109 1.635117 -0.057 -0.007 0.003 0.3882
N 1.329630 -0.181381 -8.188845 -0.086 0.111 -0.039 -0.5284
C 1.324794 0.943386 -7.474895 0.087 -0.130 0.008 -0.2897
C 0.474738 2.010846 -7.722269 -0.010 0.006 -0.025 -0.1598
C -0.420344 1.905175 -8.773483 -0.036 0.043 -0.015 -0.4292
C -0.430265 0.743479 -9.528484 0.009 0.024 0.026 -0.2939
C 0.460534 -0.264828 -9.194588 0.083 -0.087 0.046 -0.2345
H 2.044082 0.982090 -6.663978 -0.012 0.051 0.011 0.5836
H 0.513558 2.899261 -7.106587 0.011 -0.019 0.028 0.3036
H -1.100652 2.716194 -9.000749 0.002 0.000 0.005 0.3747
H -1.113224 0.620352 -10.358048 0.004 -0.022 -0.004 0.3517
H 0.485065 -1.192059 -9.757013 -0.039 0.018 -0.036 0.3517
N -3.740289 -3.497211 1.394122 -0.131 0.156 0.009 -0.3781
C -3.627223 -2.365001 2.088081 0.105 -0.135 -0.012 0.1909
C -4.406349 -1.241947 1.860219 0.040 0.076 -0.086 -0.9893
C -5.353570 -1.293049 0.851145 -0.023 0.054 -0.025 -0.1029
C -5.485964 -2.461278 0.118342 0.003 0.023 0.041 -0.4696
C -4.659067 -3.529762 0.429646 0.084 -0.117 0.044 -0.3912
H -2.870580 -2.365268 2.865975 -0.024 0.062 0.026 0.4744
H -4.272115 -0.350360 2.457302 0.023 -0.011 0.015 0.4089
H -5.980186 -0.435570 0.639706 0.011 0.002 -0.004 0.4553
H -6.212238 -2.543479 -0.678458 0.008 -0.021 -0.009 0.3811
H -4.728303 -4.463024 -0.118216 -0.037 0.021 -0.034 0.4160
N -6.489868 -2.999083 5.244964 -0.118 0.116 0.034 -0.5984
C -6.750015 -2.204996 4.205091 0.025 -0.169 0.083 -0.1138
C -7.632612 -1.136508 4.253754 0.043 -0.031 0.031 -0.3016
C -8.285307 -0.875363 5.446792 -0.162 -0.062 0.076 -0.4376
C -8.028616 -1.690023 6.538766 0.062 -0.036 -0.084 -0.4261
C -7.126484 -2.732647 6.384872 0.111 -0.064 -0.020 -0.2552
H -6.221475 -2.446116 3.293040 -0.023 0.002 -0.060 0.4291
H -7.802217 -0.522720 3.378952 0.009 0.001 -0.003 0.3884
H -8.977571 -0.049137 5.523873 0.033 0.044 -0.035 0.5706
H -8.515341 -1.520434 7.489919 0.002 -0.018 0.008 0.3761
H -6.893762 -3.392420 7.214222 -0.036 0.024 0.031 0.3744
N -8.503140 2.310081 5.551001 0.068 0.249 0.114 -0.2238
C -9.158551 3.465665 5.439606 -0.029 -0.138 -0.067 -0.2540
C -8.747940 4.645327 6.039486 0.021 -0.010 0.016 -0.4707
C -7.592037 4.626027 6.802217 0.031 0.043 0.034 -0.1624
C -6.897218 3.434812 6.931249 -0.014 0.030 -0.009 -0.6929
C -7.390639 2.310665 6.287524 -0.101 -0.093 -0.096 0.0342
H -10.059077 3.435297 4.835868 -0.008 0.056 0.005 0.3483
H -9.319608 5.554125 5.911412 -0.016 -0.009 -0.014 0.3536
H -7.237245 5.526020 7.287973 0.003 -0.004 -0.003 0.3714
H -5.990289 3.376685 7.516828 0.011 -0.022 -0.012 0.3526
H -6.875973 1.358188 6.360468 0.026 0.015 0.023 0.3437
```
Positions in Å, forces in eV/Å.

Results
HOMO energy: -4.25 eV
frontier orbital gap: 5.926 eV
2S+1: 1
largest force on an atom: 0.047 Eh/bohr
charge: -1

A structure of composition C46H58N4PPd. Source: the Open Molecules 2025 dataset; level of theory: ωB97M-V with the def2-TZVPD basis set.

XYZ file:
```
110
Properties=species:S:1:pos:R:3:forces:R:3:mulliken_charge:R:1
Pd 0.052293 -0.878490 0.039813 0.021 -0.371 -0.857 1.1345
C 5.542529 -1.319557 -2.731375 0.043 -0.003 0.005 -0.6878
C 4.581547 -0.439754 -3.208103 -0.031 0.007 0.025 -0.7857
C 3.244792 -0.606041 -2.878975 -0.097 -0.247 0.206 -0.2181
C 2.844903 -1.692768 -2.095013 0.061 -0.071 0.102 -0.9859
C 3.822949 -2.582065 -1.628057 -0.069 0.019 0.069 0.0392
C 5.159007 -2.386598 -1.931128 0.035 -0.010 0.015 -1.0272
N 1.484992 -1.941931 -1.740524 0.072 0.124 0.153 1.4638
C 0.990361 -3.144243 -2.078499 -0.043 0.152 -0.116 0.5892
C 1.595324 -4.004671 -3.046039 0.007 0.045 0.026 -0.7330
C 1.037514 -5.218127 -3.358921 -0.029 -0.025 0.007 -0.8689
C -0.142760 -5.649601 -2.736566 0.055 -0.037 -0.044 -0.7431
C -0.790818 -4.830603 -1.827701 -0.015 0.082 0.040 -0.8227
C -0.255842 -3.588096 -1.521132 -0.005 0.057 -0.084 -0.2907
N -0.894518 -2.712900 -0.633986 -0.138 0.106 -0.002 2.4753
N -2.039313 -3.002496 -0.249138 0.004 0.021 0.005 -1.4585
C -2.558529 -2.150988 0.743538 0.035 -0.053 0.065 -0.6901
C -3.841398 -2.407437 1.188454 0.005 -0.038 0.006 -0.5013
C -4.329201 -1.668060 2.257879 -0.007 0.006 0.014 -0.8998
C -3.509050 -0.714890 2.835449 0.019 -0.008 0.001 -0.8810
C -2.240931 -0.511532 2.308453 0.012 -0.042 0.062 -0.6266
N -1.764882 -1.206981 1.280802 -0.038 0.072 -0.008 1.3147
H 6.583008 -1.183466 -2.993078 0.000 0.005 0.002 0.4569
H 4.874150 0.377529 -3.854482 -0.021 0.003 -0.002 0.4991
H 2.521152 0.077866 -3.278931 -0.277 0.174 -0.092 0.6643
H 3.524472 -3.427224 -1.018526 0.003 -0.005 -0.010 0.5149
H 5.899997 -3.081198 -1.558869 0.000 -0.007 0.001 0.4727
H 2.481843 -3.670457 -3.562954 0.029 0.010 0.006 0.5554
H 1.508460 -5.846692 -4.102703 0.007 0.003 0.003 0.4938
H -0.559869 -6.616815 -2.981291 -0.008 0.003 0.001 0.4856
H -1.709267 -5.146125 -1.354145 -0.002 -0.005 -0.014 0.5518
H -4.415053 -3.193420 0.717331 0.000 0.006 -0.005 0.6564
H -5.323668 -1.851120 2.642723 0.000 0.002 0.001 0.4534
H -3.836230 -0.134030 3.686757 0.000 0.004 0.001 0.5425
H -1.574445 0.225762 2.737307 -0.013 0.022 -0.013 0.6906
C -5.939889 0.936081 -0.181037 -0.005 -0.010 0.011 -1.6110
C -5.039423 0.800889 -1.403897 0.012 0.010 -0.004 0.2267
C -5.424399 1.839477 -2.475162 -0.020 -0.013 0.003 -1.4345
C -3.571117 0.944288 -1.112268 -0.045 -0.042 -0.059 -0.2313
C -2.638911 0.497877 -2.040669 -0.027 -0.006 0.094 -0.5711
C -1.275181 0.692277 -1.906331 -0.163 0.146 0.242 1.7670
C -0.458669 0.389204 -3.136495 -0.079 -0.007 -0.177 1.6712
C -0.537455 1.548003 -4.153029 0.018 0.021 0.009 -1.3960
C -0.939997 -0.863663 -3.878553 0.117 -0.065 -0.055 -1.8618
C -0.770044 1.245153 -0.645647 -0.059 0.080 -0.142 -0.1865
C -1.756354 1.820065 0.240302 0.077 0.031 0.122 0.6016
C -3.094196 1.635737 0.008332 0.046 0.029 0.141 -0.4181
C -1.308543 2.763047 1.329377 -0.040 -0.034 -0.128 2.4105
C -0.968002 4.126676 0.704685 0.018 -0.005 -0.016 -1.5640
C -2.302899 2.992619 2.464894 0.008 0.041 -0.041 -2.0513
C 0.710484 1.572302 -0.481506 -0.128 0.052 -0.046 0.6983
C 1.274479 2.427321 -1.424832 0.080 -0.123 -0.058 -0.8548
C 2.638712 2.651908 -1.508920 0.013 -0.029 -0.012 -1.7440
C 3.515107 1.928209 -0.709985 0.016 -0.021 -0.021 -0.9839
C 3.004306 1.079239 0.248752 0.001 -0.021 -0.008 -1.2657
C 1.613457 0.961988 0.460219 -0.244 -0.079 0.055 1.0533
P 1.278930 0.449018 2.194000 0.554 0.314 0.189 -0.2243
C 1.845218 1.857555 3.377556 -0.220 -0.106 0.009 2.6086
C 1.183478 3.197005 3.065434 0.120 0.039 0.071 -1.2737
C 3.361962 2.064428 3.220929 0.003 0.057 0.065 -1.8067
C 1.456257 1.442772 4.802345 -0.008 0.014 -0.001 -1.7125
C 1.979431 -1.231851 2.719812 -0.052 -0.062 -0.089 3.2527
C 3.349370 -1.198043 3.412665 0.017 -0.003 -0.013 -1.9389
C 0.928568 -1.818863 3.682025 0.007 -0.010 -0.004 -1.6687
C 2.132174 -2.160086 1.512736 0.002 0.153 -0.101 -2.7165
H -6.957463 0.650978 -0.443428 -0.003 0.010 -0.002 0.4790
H -5.980871 1.966593 0.176597 0.003 0.000 0.002 0.3664
H -5.616378 0.297507 0.643747 0.000 -0.002 -0.012 0.2705
H -5.179003 -0.192605 -1.843424 0.006 -0.002 0.004 0.4474
H -5.262679 2.852130 -2.101640 0.001 0.000 0.002 0.3585
H -6.480432 1.734480 -2.720218 0.001 0.002 -0.004 0.4506
H -4.849430 1.713440 -3.392278 0.003 0.001 0.001 0.3912
H -3.008957 0.038674 -2.948508 0.007 0.013 0.027 0.6883
H 0.561416 0.251059 -2.823218 0.483 -0.092 -0.013 -1.9743
H -1.575515 1.838169 -4.319609 -0.013 -0.020 0.000 0.3535
H -0.135942 1.208870 -5.108802 0.023 0.008 0.033 0.4742
H 0.017804 2.435764 -3.867234 -0.009 0.053 0.029 0.3400
H -1.802868 -0.638871 -4.506257 0.025 -0.012 -0.010 0.6456
H -1.222618 -1.674824 -3.213970 0.021 -0.128 0.117 0.2769
H -0.151899 -1.215775 -4.546006 -0.015 -0.001 0.024 0.4543
H -3.809166 2.071919 0.690162 -0.006 0.028 0.016 0.3636
H -0.384016 2.347481 1.738566 -0.195 -0.045 -0.067 -2.6225
H -1.869534 4.577547 0.287712 -0.003 -0.007 0.001 0.4772
H -0.226995 4.054094 -0.090530 -0.029 0.027 0.029 0.2632
H -0.579293 4.802289 1.467137 -0.035 0.021 -0.010 0.4126
H -3.182529 3.533768 2.115662 0.001 0.004 -0.014 0.5522
H -1.848957 3.623699 3.229863 -0.047 -0.008 -0.008 0.5499
H -2.642854 2.077339 2.943092 -0.038 -0.067 0.030 0.2203
H 0.609949 2.942414 -2.100269 -0.012 0.023 -0.026 1.0833
H 3.020848 3.366626 -2.226633 -0.004 0.003 0.001 0.4571
H 4.585559 2.044380 -0.814217 -0.003 -0.008 -0.007 0.5858
H 3.689956 0.553399 0.902437 -0.002 0.011 0.008 0.4755
H 1.327943 3.510442 2.029667 0.001 -0.028 0.033 0.2588
H 1.677320 3.938030 3.696830 0.036 0.007 -0.007 0.6297
H 0.127155 3.212536 3.323041 0.165 0.024 0.065 0.1897
H 3.595249 2.604974 2.305644 0.000 -0.018 -0.008 0.4338
H 3.969230 1.169987 3.282208 -0.006 -0.032 -0.007 0.2705
H 3.653984 2.705352 4.057071 0.016 -0.001 -0.010 0.6020
H 0.387514 1.237754 4.888673 -0.004 0.005 -0.001 0.3433
H 1.674200 2.287953 5.457643 0.014 -0.007 0.007 0.5086
H 2.012168 0.591439 5.184276 0.007 -0.026 -0.015 0.3270
H 3.384578 -0.593136 4.312100 -0.028 0.023 0.012 0.3947
H 4.149335 -0.891329 2.738921 -0.003 0.016 -0.001 0.4009
H 3.562191 -2.226136 3.713989 0.010 0.007 0.008 0.5769
H 0.795824 -1.219847 4.580907 0.000 0.019 0.005 0.3284
H 1.275971 -2.805238 3.995593 0.006 0.010 0.009 0.5708
H -0.039546 -1.947999 3.198188 -0.009 -0.006 -0.012 0.1717
H 2.856159 -1.788283 0.786662 -0.028 -0.032 0.012 0.3676
H 1.184769 -2.378603 0.993973 0.006 -0.127 0.147 0.4199
H 2.477448 -3.131851 1.871776 0.023 0.004 0.013 0.7574
```
Positions in Å, forces in eV/Å.

Results
ΔE to the lowest compared entry with this formula, charge and spin: 0.000 eV
HOMO energy (alpha / beta): -15.71 / -16.20 eV
frontier orbital gap (alpha / beta): 6.413 / 5.283 eV
2S+1: 5
largest force on an atom: 0.018 Eh/bohr
charge: +3